#A
{"formula": "C4H10N3", "method": "the ωB97M-V functional and the def2-TZVPD basis", "homo_ha": -0.59174, "homo_lumo_gap_ev": 10.8, "smiles": "CC(C)(C)N=[N+]=N", "total_charge": 1, "spin_multiplicity": 1, "species": ["C", "C", "C", "C", "N", "N", "N", "H", "H", "H", "H", "H", "H", "H", "H", "H", "H"], "positions_angstrom": [[-0.660, 1.252, 0.479], [-0.395, -0.127, 0.065], [-0.674, -0.213, -1.402], [-0.959, -1.236, 0.911], [1.087, -0.347, 0.118], [2.126, 0.156, 0.084], [3.185, 0.394, -0.332], [-1.752, 1.613, 0.638], [-0.324, 1.429, 1.531], [-0.058, 2.106, -0.026], [-1.370, -1.088, -1.690], [0.263, -0.347, -2.025], [-1.175, 0.650, -1.864], [-0.812, -2.087, 0.162], [-0.440, -1.669, 1.854], [-2.015, -1.225, 1.238], [3.975, 0.739, 0.258]]}

#B
{"formula": "C4H10N3", "method": "the ωB97M-V functional and the def2-TZVPD basis", "homo_ha": -0.56128, "homo_lumo_gap_ev": 8.9, "smiles": "[H]/N=N/C(=[NH2+])C(C)C", "total_charge": 1, "spin_multiplicity": 1, "species": ["H", "N", "N", "C", "N", "C", "C", "C", "H", "H", "H", "H", "H", "H", "H", "H", "H"], "positions_angstrom": [[-0.816, -0.431, 3.396], [-0.814, 0.333, 2.722], [-0.490, 0.193, 1.580], [-0.505, 0.312, 0.357], [-2.243, 0.450, -0.054], [0.512, 0.324, -0.713], [0.230, -1.020, -1.396], [1.878, 0.536, -0.032], [-2.555, -0.510, -0.486], [-2.737, 0.647, 0.756], [0.382, 1.266, -1.345], [-0.329, -0.985, -2.434], [-0.475, -1.574, -0.722], [1.222, -1.450, -1.620], [2.176, -0.063, 0.808], [1.923, 1.615, 0.131], [2.640, 0.356, -0.948]]}

Stability summary - winner: #A; margin: 10.1 kcal/mol.

#A
{"formula": "C4H10N3", "method": "the ωB97M-V functional and the def2-TZVPD basis", "homo_ha": [-0.52727, -0.53645], "homo_lumo_gap_ev": [7.5, 7.7], "total_charge": 1, "spin_multiplicity": 1, "species": ["C", "C", "C", "C", "N", "N", "N", "H", "H", "H", "H", "H", "H", "H", "H", "H", "H"], "positions_angstrom": [[0.258, -0.714, 0.211], [-2.058, -0.441, -0.129], [1.380, -1.668, 0.001], [1.556, 1.372, 0.065], [-0.882, -1.222, 0.135], [0.419, 0.600, 0.326], [-1.825, 1.003, 0.082], [-2.234, -0.507, -1.235], [-2.751, -0.819, 0.646], [1.705, -1.340, -0.942], [1.084, -2.698, -0.162], [2.040, -1.676, 0.925], [2.186, 1.134, -0.789], [0.993, 2.232, -0.471], [2.152, 1.794, 0.956], [-2.142, 1.614, -0.635], [-1.880, 1.338, 1.017]]}

#B
{"formula": "C4H10N3", "method": "the ωB97M-V functional and the def2-TZVPD basis", "homo_ha": [-0.51899, -0.51902], "homo_lumo_gap_ev": [9.0, 9.0], "total_charge": 1, "spin_multiplicity": 1, "species": ["C", "C", "C", "C", "N", "N", "N", "H", "H", "H", "H", "H", "H", "H", "H", "H", "H"], "positions_angstrom": [[0.577, -1.671, 0.112], [-2.051, -0.129, 0.005], [-0.473, 1.921, -0.096], [-0.661, 0.462, -0.057], [3.097, 0.053, -0.119], [0.350, -0.278, 0.115], [2.178, 0.699, 0.036], [0.040, -2.185, -0.642], [1.619, -1.796, 0.151], [0.300, -2.146, 1.153], [-2.041, -1.152, 0.478], [-2.604, -0.289, -0.949], [-2.771, 0.524, 0.590], [0.226, 2.255, 0.720], [0.281, 2.149, -0.939], [-1.476, 2.413, -0.169], [3.410, -0.831, -0.390]]}

Stability summary - winner: #B; margin: 24.5 kcal/mol.

#A
{"formula": "C4H10N3", "method": "the ωB97M-V functional and the def2-TZVPD basis", "homo_ha": -0.51409, "homo_lumo_gap_ev": 10.3, "smiles": "CC1=NC[NH2+]N1C", "total_charge": 1, "spin_multiplicity": 1, "species": ["C", "C", "N", "C", "N", "N", "C", "H", "H", "H", "H", "H", "H", "H", "H", "H", "H"], "positions_angstrom": [[-0.789, 2.009, -0.001], [0.284, 0.966, 0.119], [1.509, 1.112, -0.075], [2.214, -0.064, 0.096], [1.092, -1.112, -0.026], [-0.095, -0.357, 0.328], [-1.403, -0.910, 0.064], [-1.588, 1.561, -0.638], [-0.319, 2.895, -0.579], [-1.070, 2.329, 1.114], [2.995, -0.090, -0.655], [2.639, -0.151, 1.026], [1.150, -1.311, -1.102], [1.236, -1.996, 0.608], [-1.726, -0.719, -1.021], [-1.487, -1.902, 0.310], [-2.130, -0.378, 0.553]]}

#B
{"formula": "C4H10N3", "method": "the ωB97M-V functional and the def2-TZVPD basis", "homo_ha": -0.53546, "homo_lumo_gap_ev": 11.1, "smiles": "C[C@@H]1NCNC=[NH+]1", "total_charge": 1, "spin_multiplicity": 1, "species": ["C", "C", "N", "C", "N", "C", "N", "H", "H", "H", "H", "H", "H", "H", "H", "H", "H"], "positions_angstrom": [[2.151, -0.054, 0.302], [0.814, 0.153, -0.481], [0.104, 1.175, 0.085], [-1.269, 1.173, -0.296], [-1.907, -0.020, 0.291], [-1.122, -1.083, 0.211], [0.004, -1.121, -0.425], [1.897, -0.339, 1.333], [2.712, 0.828, 0.213], [2.725, -1.008, 0.048], [1.102, 0.281, -1.571], [0.061, 1.136, 1.048], [-1.381, 1.114, -1.440], [-1.809, 2.076, -0.053], [-2.804, -0.292, 0.623], [-1.699, -1.953, 0.653], [0.421, -2.066, -0.542]]}

Stability summary - winner: #B; margin: 45.4 kcal/mol.

#A
{"formula": "C15H23ClN2STc", "method": "the ωB97M-V functional and the def2-TZVPD basis", "homo_ha": [-0.47976, -0.52901], "homo_lumo_gap_ev": [5.6, 6.7], "s2": 3.795, "total_charge": 2, "spin_multiplicity": 4, "species": ["C", "C", "C", "C", "Cl", "H", "H", "H", "H", "H", "H", "H", "H", "H", "C", "C", "C", "H", "C", "C", "H", "H", "H", "H", "C", "C", "C", "H", "C", "C", "H", "H", "H", "H", "Tc", "N", "C", "N", "S", "H", "H", "H", "H"], "positions_angstrom": [[0.238, 0.850, -4.008], [1.617, 1.361, -4.082], [-0.009, -0.565, -4.307], [-0.893, 1.790, -4.045], [0.369, 0.962, -1.208], [-0.037, -0.719, -5.403], [-0.972, -0.906, -3.903], [0.781, -1.213, -3.904], [1.885, 1.617, -5.119], [2.336, 0.611, -3.733], [1.742, 2.264, -3.476], [-1.093, 2.126, -5.076], [-0.692, 2.678, -3.438], [-1.811, 1.319, -3.672], [2.042, -1.213, 2.070], [0.837, -1.887, 1.574], [0.916, -1.858, 0.107], [0.279, -2.646, 2.128], [2.174, -1.216, -0.230], [2.795, -0.792, 0.950], [3.730, -0.251, 1.027], [2.375, -1.205, 3.108], [0.354, -2.543, -0.522], [2.620, -1.152, -1.212], [-2.229, 0.583, 1.768], [-1.886, -0.779, 2.119], [-1.954, -1.566, 0.901], [-1.732, -1.173, 3.120], [-2.208, -0.668, -0.183], [-2.431, 0.641, 0.371], [-2.731, 1.522, -0.180], [-2.373, 1.413, 2.453], [-1.853, -2.644, 0.815], [-2.285, -0.934, -1.228], [-0.275, -0.259, 0.832], [-0.222, 1.865, 4.827], [0.169, 0.868, 4.037], [0.103, -0.385, 4.510], [0.759, 1.298, 2.445], [-0.588, 1.688, 5.763], [-0.155, 2.818, 4.503], [0.531, -1.170, 4.042], [-0.227, -0.528, 5.457]]}

#B
{"formula": "C15H23ClN2STc", "method": "the ωB97M-V functional and the def2-TZVPD basis", "homo_ha": [-0.54507, -0.57474], "homo_lumo_gap_ev": [6.9, 6.2], "s2": 3.781, "total_charge": 2, "spin_multiplicity": 4, "species": ["C", "C", "C", "C", "Cl", "H", "H", "H", "H", "H", "H", "H", "H", "H", "C", "C", "C", "H", "C", "C", "H", "H", "H", "H", "C", "C", "C", "H", "C", "C", "H", "H", "H", "H", "Tc", "N", "C", "N", "S", "H", "H", "H", "H"], "positions_angstrom": [[-2.874, 1.097, -2.493], [-3.765, 0.192, -3.357], [-3.565, 1.437, -1.164], [-2.539, 2.382, -3.256], [-1.354, 0.213, -2.294], [-4.525, 1.926, -1.379], [-2.971, 2.126, -0.559], [-3.765, 0.554, -0.552], [-4.642, 0.736, -3.730], [-4.089, -0.685, -2.787], [-3.198, -0.187, -4.215], [-3.444, 2.834, -3.675], [-1.841, 2.169, -4.070], [-2.042, 3.096, -2.594], [0.401, -2.749, 1.814], [0.177, -1.490, 2.520], [-0.887, -0.797, 1.794], [0.521, -1.257, 3.527], [-1.321, -1.662, 0.718], [-0.510, -2.819, 0.729], [-0.630, -3.682, 0.073], [1.042, -3.559, 2.178], [-1.439, 0.055, 2.184], [-2.227, -1.513, 0.130], [2.604, 1.442, 0.755], [2.287, 1.158, 2.136], [0.874, 1.416, 2.323], [2.999, 0.937, 2.923], [0.313, 1.743, 1.035], [1.393, 1.788, 0.083], [1.316, 2.068, -0.969], [3.602, 1.424, 0.317], [0.362, 1.330, 3.272], [-0.739, 1.941, 0.796], [1.045, -0.257, 1.065], [5.020, -1.438, 0.060], [3.829, -1.594, 0.637], [3.756, -1.807, 1.953], [2.461, -1.492, -0.403], [5.876, -1.633, 0.553], [5.059, -1.391, -0.946], [2.858, -1.948, 2.406], [4.571, -2.105, 2.461]]}

Stability summary - winner: #A; margin: 6.0 kcal/mol.

#A
{"formula": "C7H28O9", "method": "the ωB97M-V functional and the def2-TZVPD basis", "homo_ha": -0.31996, "homo_lumo_gap_ev": 8.9, "smiles": "CCC/C=C/C=C/O.O.O.O.O.O.O.O.O", "spin_multiplicity": 1, "species": ["C", "C", "C", "C", "C", "C", "C", "O", "H", "H", "H", "H", "H", "H", "H", "H", "H", "H", "H", "H", "O", "H", "H", "O", "H", "H", "O", "H", "H", "O", "H", "H", "O", "H", "H", "O", "H", "H", "O", "H", "H", "O", "H", "H"], "positions_angstrom": [[3.773, -1.304, -0.294], [3.226, -2.291, -1.329], [2.367, -1.696, -2.444], [0.881, -1.683, -2.362], [0.229, -0.873, -1.526], [-1.257, -0.879, -1.460], [-2.027, -0.539, -2.482], [-3.339, -0.218, -2.408], [4.038, -0.388, -0.822], [4.513, -1.679, 0.403], [2.888, -1.043, 0.297], [2.729, -3.141, -0.857], [4.078, -2.848, -1.748], [2.712, -2.076, -3.408], [2.762, -0.672, -2.594], [0.378, -2.359, -3.043], [0.848, -0.160, -0.987], [-1.490, -1.026, -0.415], [-1.766, -0.512, -3.530], [-3.705, -0.377, -1.544], [1.828, 1.561, 1.706], [2.286, 1.286, 0.902], [2.412, 1.214, 2.391], [-1.267, -2.789, 1.567], [-0.726, -2.763, 0.782], [-2.044, -3.337, 1.494], [-0.894, 0.355, 1.824], [-0.289, 0.873, 1.270], [-0.769, -0.463, 1.322], [3.673, 3.347, 2.236], [2.775, 3.539, 1.944], [4.033, 2.870, 1.485], [-4.254, -1.815, 0.736], [-3.634, -1.081, 0.848], [-4.062, -2.304, 1.540], [-3.788, 0.843, 2.182], [-3.302, 1.571, 2.567], [-4.552, 1.163, 1.698], [-0.506, 3.768, -1.138], [-1.451, 3.617, -1.044], [-0.444, 4.234, -1.975], [-2.645, 3.559, 2.602], [-2.508, 2.708, 3.028], [-1.710, 3.807, 2.588]]}

#B
{"formula": "C7H28O9", "method": "the ωB97M-V functional and the def2-TZVPD basis", "homo_ha": -0.35418, "homo_lumo_gap_ev": 9.7, "smiles": "CC(C)O.OCCO.OCCO.O.O.O.O", "spin_multiplicity": 1, "species": ["C", "C", "C", "O", "H", "H", "H", "H", "H", "H", "H", "H", "O", "C", "C", "O", "H", "H", "H", "H", "H", "H", "O", "C", "C", "O", "H", "H", "H", "H", "H", "H", "O", "H", "H", "O", "H", "H", "O", "H", "H", "O", "H", "H"], "positions_angstrom": [[-0.069, -4.223, 2.594], [-0.460, -2.846, 2.243], [-0.171, -1.728, 3.278], [-0.015, -2.512, 0.950], [-0.515, -4.916, 1.880], [-0.334, -4.567, 3.594], [1.016, -4.287, 2.513], [-1.549, -2.825, 2.213], [0.841, -1.337, 3.168], [-0.374, -1.999, 4.314], [-0.820, -0.877, 3.067], [-0.293, -1.613, 0.761], [4.774, -0.872, -0.544], [4.540, 0.550, -0.372], [3.034, 0.860, -0.438], [2.222, 0.240, 0.649], [5.578, -1.105, -0.075], [4.941, 0.898, 0.580], [5.085, 1.103, -1.137], [2.603, 0.512, -1.376], [2.814, 1.926, -0.498], [1.473, 0.790, 0.890], [-1.951, 0.564, 0.451], [-1.869, -0.069, -0.803], [-2.243, 0.800, -1.999], [-1.207, 1.655, -2.346], [-1.109, 1.018, 0.538], [-0.904, -0.572, -0.870], [-2.577, -0.889, -0.917], [-3.180, 1.348, -1.899], [-2.344, 0.137, -2.858], [-0.745, 1.164, -3.030], [-0.734, 4.241, -2.156], [-0.827, 3.293, -2.255], [-1.576, 4.529, -1.803], [0.173, 2.211, 1.000], [0.847, 2.786, 0.638], [-0.626, 2.738, 0.984], [-4.455, 1.748, 0.893], [-3.662, 1.222, 0.797], [-5.156, 1.106, 1.008], [-0.157, 0.223, -4.302], [0.421, -0.517, -4.117], [-0.439, 0.087, -5.206]]}

Stability summary - winner: #B; margin: 25.4 kcal/mol.